Entry 1:
17
Properties=species:S:1:pos:R:3:forces:R:3:lowdin_charge:R:1 method="wB97M-V/def2-TZVPD" relative_energy_kcal_mol=15.2 charge=-2 mol_weight_g_mol=132.115 e_homo_ev=-1.02 orbital_gap_ha=0.28538 max_force_ev_per_a=0.6
C 0.083 -2.375 -0.804 -0.29 -0.18 0.07 -0.054
C 0.337 -1.482 -2.033 0.13 -0.18 -0.21 -0.819
O -0.241 -1.775 -3.115 -0.12 -0.09 0.08 -0.153
O 1.155 -0.565 -1.828 0.14 0.28 -0.22 -0.105
H -0.734 -3.086 -0.945 -0.05 0.02 -0.17 0.042
H -0.144 -1.757 0.066 0.17 -0.03 0.03 0.053
H 0.993 -2.951 -0.606 0.02 0.12 0.10 0.052
C -0.801 1.484 0.653 -0.06 -0.34 -0.07 -0.189
C -0.182 2.866 0.514 0.34 0.54 -0.02 -0.141
C -0.254 0.662 1.861 -0.21 0.10 0.21 -0.757
O 0.947 0.815 2.171 -0.02 0.05 0.05 -0.101
O -1.117 -0.051 2.443 0.17 -0.03 -0.09 -0.138
H -1.881 1.466 0.791 -0.14 0.43 -0.03 0.080
H -0.633 0.952 -0.286 0.28 -0.34 0.20 0.088
H 0.737 2.916 1.105 -0.07 -0.14 0.10 0.052
H -0.824 3.694 0.833 -0.14 -0.09 0.13 0.043
H 0.132 3.102 -0.506 -0.15 -0.11 -0.15 0.051

***

Entry 2:
176
Properties=species:S:1:pos:R:3:forces:R:3:lowdin_charge:R:1 method="wB97M-V/def2-TZVPD" mol_weight_g_mol=1299.218 e_homo_ev=-9.56 orbital_gap_ha=0.35481 max_force_ev_per_a=5.0
C -2.351 -4.192 -2.399 1.46 0.07 -1.18 -0.653
O -1.382 -4.726 -2.993 -2.14 -0.02 0.97 -0.015
N -3.680 -4.446 -2.449 -0.88 -0.95 -0.47 0.153
N -2.109 -3.107 -1.627 1.04 1.53 0.58 0.173
H -4.327 -3.804 -1.997 0.42 -0.14 0.16 0.057
H -4.084 -5.364 -2.527 0.53 -0.20 -0.52 0.114
H -1.276 -2.583 -1.882 -0.20 -0.15 0.22 0.082
H -2.839 -2.558 -1.190 0.04 -0.45 -0.18 0.067
C -2.868 -3.992 4.078 1.40 -1.04 -2.11 -0.662
O -2.314 -4.792 3.274 -0.66 1.10 1.12 -0.045
N -2.790 -2.655 3.934 -0.04 0.10 -0.23 0.194
N -3.641 -4.423 5.081 -1.03 -0.59 1.46 0.166
H -3.214 -2.063 4.609 -0.45 0.46 0.69 0.051
H -2.034 -2.249 3.425 0.46 -0.18 -0.49 0.074
H -3.543 -5.391 5.393 -0.14 0.73 -0.41 0.125
H -4.079 -3.747 5.709 0.32 -0.42 -0.27 0.107
C 5.882 -3.664 -0.213 -1.08 -0.29 -1.65 -0.636
O 5.394 -4.445 -1.090 0.97 0.76 1.48 -0.062
N 6.275 -2.428 -0.559 1.61 1.56 1.17 0.166
N 5.930 -3.940 1.101 0.94 1.97 0.81 0.178
H 6.304 -2.117 -1.540 0.06 -0.25 0.36 0.062
H 6.849 -1.902 0.157 -1.03 -0.84 -1.37 0.122
H 5.512 -4.788 1.341 -0.46 -1.26 0.78 0.082
H 6.214 -3.183 1.804 -0.49 -1.59 -1.30 0.097
C -0.492 -0.686 -5.039 1.44 -2.12 -0.58 -0.664
O -1.502 -0.255 -5.581 -0.64 0.89 -0.16 -0.007
N 0.248 -0.078 -4.110 0.35 -0.18 0.19 0.199
N 0.101 -1.883 -5.434 -2.17 -1.37 -1.02 0.140
H 0.013 0.846 -3.916 -0.50 1.57 0.86 0.050
H 0.817 -0.630 -3.473 -0.12 0.13 -0.27 0.073
H -0.598 -2.536 -5.907 1.45 1.30 0.96 0.137
H 0.672 -2.339 -4.720 -0.26 0.11 -0.13 0.046
C 5.971 -0.877 2.913 -1.72 2.20 -0.79 -0.616
O 6.877 -1.625 2.577 -0.29 0.01 0.32 0.006
N 5.028 -0.351 2.028 0.85 -0.48 -1.66 0.160
N 5.828 -0.312 4.185 -0.46 -1.09 1.30 0.140
H 5.258 -0.262 0.995 -0.29 -0.45 2.05 0.114
H 4.289 0.291 2.299 0.44 -0.13 0.28 0.064
H 6.129 -0.944 4.911 0.96 -0.23 -0.08 0.091
H 4.914 -0.040 4.576 0.22 0.23 -1.41 0.094
C 3.243 2.281 1.170 -1.00 -2.16 -1.51 -0.696
O 4.074 2.138 0.272 0.11 0.08 0.17 -0.008
N 3.295 3.226 2.091 -1.21 1.50 2.40 0.185
N 2.169 1.382 1.268 0.37 0.15 -0.68 0.156
H 2.531 3.395 2.781 0.92 -0.56 -0.94 0.110
H 4.108 3.799 2.195 0.23 0.03 -0.36 0.109
H 1.994 0.746 0.481 0.36 0.63 0.65 0.094
H 1.549 1.345 2.064 0.23 0.10 0.06 0.045
C -4.244 0.871 0.516 1.30 1.76 0.62 -0.613
O -5.215 1.201 1.240 1.34 0.21 -0.51 -0.047
N -4.311 -0.250 -0.183 1.78 -1.33 -1.67 0.196
N -3.024 1.588 0.384 -2.12 0.57 1.41 0.173
H -3.625 -0.654 -0.840 -0.30 1.14 0.85 0.098
H -5.131 -0.763 -0.126 -1.65 -1.06 0.26 0.064
H -3.045 2.593 0.678 0.25 -1.58 -0.14 0.079
H -2.210 1.235 -0.100 -0.40 -0.07 -0.34 0.048
C -4.118 3.985 -0.807 2.87 -0.72 -4.00 -0.662
O -3.304 3.845 -1.796 -0.78 0.39 1.31 -0.091
N -3.672 4.632 0.274 -1.30 0.31 1.33 0.187
N -5.293 3.421 -0.926 -2.94 -1.31 0.11 0.195
H -4.379 5.011 0.887 0.30 0.02 0.23 0.122
H -2.820 5.148 0.174 0.28 0.20 -0.18 0.085
H -5.540 2.800 -1.764 0.79 1.15 1.08 0.110
H -5.965 3.332 -0.158 0.75 0.19 -0.33 0.120
C 5.602 -0.182 -3.201 0.31 -1.12 2.62 -0.634
O 6.037 -1.363 -3.202 -0.86 0.70 -0.10 -0.059
N 5.093 0.431 -2.063 1.71 2.23 -2.75 0.185
N 5.667 0.533 -4.323 0.13 1.84 -0.71 0.179
H 4.615 -0.046 -1.365 -0.55 -1.03 1.20 0.043
H 5.226 1.471 -2.005 -0.84 -1.35 0.05 0.091
H 6.292 0.113 -4.978 0.28 -0.03 -0.48 0.106
H 5.633 1.567 -4.314 -0.28 -0.93 0.25 0.113
C -0.310 4.831 -3.615 1.35 -1.36 -3.44 -0.649
O 0.170 5.289 -2.594 0.83 0.46 1.19 -0.012
N -1.595 4.680 -3.825 -0.25 1.30 3.01 0.218
N 0.466 4.414 -4.717 -0.47 0.47 1.25 0.169
H -1.985 4.319 -4.619 -0.85 -1.02 -2.25 0.069
H -2.105 4.750 -2.961 -1.08 -0.13 0.02 0.070
H 0.139 3.558 -5.166 0.22 0.36 -0.15 0.068
H 1.445 4.474 -4.506 0.29 -0.24 -0.30 0.067
C 2.145 -5.217 -0.800 0.70 -1.97 -2.34 -0.653
O 2.168 -4.212 -0.106 0.37 0.64 1.97 -0.047
N 1.075 -5.505 -1.551 -0.89 -0.50 -0.66 0.188
N 3.205 -6.108 -0.957 0.86 1.19 0.06 0.148
H 1.160 -6.041 -2.418 -0.20 0.30 0.84 0.122
H 0.235 -4.949 -1.456 0.18 0.06 -0.37 0.076
H 3.223 -6.665 -1.817 -0.43 0.29 0.65 0.103
H 4.130 -5.605 -0.867 -0.83 -0.46 0.10 0.058
C -0.201 5.208 0.732 0.37 1.05 2.49 -0.673
O 0.058 5.496 1.936 -0.31 -1.79 -0.05 -0.043
N -0.459 6.254 -0.034 0.04 1.28 -2.42 0.166
N -0.350 3.998 0.181 0.19 -1.04 0.49 0.213
H -0.314 6.020 -1.015 -0.31 0.67 -0.24 0.057
H -0.073 7.140 0.284 -0.21 -0.50 -0.02 0.126
H -0.267 3.778 -0.820 -0.16 0.29 0.79 0.079
H -0.327 3.240 0.853 0.20 -0.05 -0.37 0.100
C 1.118 -2.952 2.816 -3.01 -1.22 -0.12 -0.667
O 0.422 -2.019 3.276 0.44 0.01 0.85 -0.074
N 2.407 -2.817 2.580 2.17 -0.54 -1.27 0.186
N 0.489 -4.156 2.505 0.64 1.49 0.34 0.187
H 2.915 -3.473 1.872 -1.18 1.90 1.75 0.145
H 2.686 -1.849 2.790 0.50 -0.89 -0.64 0.106
H -0.541 -4.145 2.556 0.64 -0.19 -0.01 0.072
H 0.928 -4.556 1.703 -0.06 -0.85 -0.47 0.058
C -4.735 1.415 -3.717 0.22 -1.07 -1.64 -0.664
O -5.817 1.683 -3.244 -1.07 0.52 1.54 0.005
N -4.078 2.322 -4.515 0.76 -0.24 0.42 0.168
N -4.256 0.112 -3.686 0.71 1.10 -0.17 0.171
H -4.265 3.306 -4.293 0.09 -0.84 -0.01 0.107
H -3.106 2.075 -4.660 0.01 0.37 -0.25 0.072
H -3.395 -0.154 -4.184 -0.69 0.04 0.50 0.083
H -4.749 -0.495 -3.046 0.24 0.03 -0.43 0.089
C -4.940 -3.940 0.570 0.33 -1.27 -1.28 -0.587
O -5.071 -3.194 -0.418 0.25 -0.41 0.47 -0.036
N -5.629 -3.661 1.668 -0.64 0.25 1.54 0.184
N -4.210 -5.183 0.506 -0.97 2.81 -0.01 0.171
H -6.318 -2.933 1.619 0.05 0.18 -0.21 0.105
H -5.459 -4.014 2.593 0.19 -0.56 -0.14 0.102
H -3.544 -4.963 -0.223 0.48 -0.75 0.06 0.055
H -3.779 -5.429 1.388 0.21 -0.04 0.07 0.071
C 1.777 1.050 5.216 0.57 -1.10 -2.83 -0.633
O 1.703 1.450 4.049 -0.40 0.80 0.59 -0.022
N 1.852 -0.346 5.282 -0.45 0.10 2.42 0.147
N 1.908 1.908 6.228 0.20 1.59 0.89 0.185
H 1.145 -0.732 4.683 0.02 -0.28 -1.21 0.044
H 1.615 -0.766 6.176 0.45 0.23 0.39 0.093
H 1.947 2.892 5.939 -0.11 -0.70 -0.13 0.109
H 2.130 1.775 7.202 -0.12 -0.78 -0.25 0.114
C 2.698 -2.371 -3.076 1.88 0.63 -2.02 -0.615
O 1.480 -2.310 -3.028 -1.45 -0.08 0.56 -0.036
N 3.406 -2.115 -4.257 -1.92 -0.49 0.98 0.190
N 3.499 -2.618 -2.044 0.40 -0.69 1.31 0.204
H 4.386 -2.073 -4.139 1.10 0.26 -0.38 0.040
H 2.938 -1.692 -5.048 0.13 -0.13 0.29 0.100
H 3.161 -3.116 -1.212 -0.34 0.51 -0.52 0.073
H 4.444 -2.901 -2.242 0.20 0.08 -0.15 0.064
C -5.270 -0.396 4.564 -1.39 -0.39 -0.12 -0.648
O -4.845 -1.153 5.428 0.70 -0.08 0.51 -0.016
N -5.820 -0.959 3.410 0.73 2.10 -0.84 0.150
N -5.422 0.950 4.805 -0.02 -0.47 -1.38 0.171
H -5.814 -0.310 2.562 0.06 -1.16 1.23 0.091
H -5.371 -1.858 3.285 -0.06 0.21 -0.34 0.046
H -5.421 1.600 4.018 -0.04 -0.36 0.32 0.100
H -4.946 1.233 5.630 0.30 0.33 0.46 0.088
C -0.356 -0.882 0.051 0.55 -1.41 0.60 -0.574
O -0.849 -0.359 -0.959 -0.12 -0.03 0.31 -0.042
N -0.862 -0.701 1.307 0.27 0.12 -1.28 0.209
N 0.738 -1.762 -0.092 -1.91 2.93 -0.02 0.208
H -0.364 -1.042 2.105 0.48 -0.37 0.46 0.028
H -1.533 0.024 1.466 -0.31 0.32 -0.24 0.075
H 0.886 -2.526 0.502 0.09 -0.92 0.89 0.025
H 0.874 -1.954 -1.055 0.46 -0.43 -1.06 0.037
C 3.517 3.507 -2.784 -0.59 -0.58 0.06 -0.706
O 4.720 3.358 -2.892 1.37 -1.48 -0.53 -0.010
N 3.092 4.670 -2.285 -1.51 1.42 0.43 0.159
N 2.535 2.589 -3.130 0.74 1.15 0.09 0.178
H 2.071 4.932 -2.323 1.61 0.07 0.49 0.083
H 3.875 5.228 -1.905 -1.32 -0.24 -0.50 0.133
H 2.810 1.634 -3.313 -0.28 0.26 0.09 0.088
H 1.590 2.893 -2.924 0.13 -0.94 0.03 0.061
O -0.805 2.026 -2.093 -0.16 1.00 -0.47 -0.087
H -1.007 1.096 -1.886 -0.13 0.30 0.13 -0.013
H -1.620 2.575 -2.172 0.24 -0.80 0.19 0.018
O -1.031 2.400 -6.665 0.32 0.74 -0.47 -0.069
H -0.777 2.552 -7.597 -0.24 -0.29 0.80 0.062
H -1.103 1.449 -6.524 -0.17 -0.49 0.00 -0.005
C -0.617 3.806 5.274 0.81 1.74 -1.61 -0.226
C -1.467 2.913 4.394 0.59 0.69 0.07 -0.231
O -1.697 3.506 3.117 -0.16 0.58 -0.04 -0.097
O 0.575 4.270 4.612 0.11 -0.30 0.34 -0.102
H -0.264 3.353 6.164 -0.02 -0.76 0.85 0.087
H -1.170 4.722 5.553 -0.25 -0.46 -0.01 0.128
H -2.364 2.850 5.010 -0.67 -0.47 -0.49 0.104
H -1.026 1.925 4.209 -0.04 0.20 0.29 0.110
H -1.239 4.379 2.972 -0.37 -1.10 0.30 0.060
H 0.361 4.707 3.772 0.11 0.02 -0.03 0.035

***

Entry 3:
16
Properties=species:S:1:pos:R:3:forces:R:3:lowdin_charge:R:1 method="wB97M-V/def2-TZVPD" relative_energy_kcal_mol=88.9 mol_weight_g_mol=113.135 e_homo_ev=-8.43 orbital_gap_ha=0.32794 max_force_ev_per_a=5.7
C 2.015 0.084 -0.446 -1.10 0.38 1.80 -0.053
C 0.439 -0.090 -0.658 3.73 -0.05 -1.11 -0.231
C -0.392 -0.088 -1.742 -0.79 1.60 1.04 -0.016
C -1.762 0.094 -1.129 -1.30 -0.87 -1.46 -0.032
C -1.691 -0.042 0.179 0.27 0.58 2.57 -0.245
C -0.267 -0.264 0.640 -1.10 0.74 -0.85 -0.402
H 2.199 0.932 0.390 -0.56 -1.67 -2.32 0.108
H 2.494 -0.806 0.033 -0.71 0.32 -0.30 0.066
H 2.579 0.226 -1.350 0.02 0.50 -0.41 0.042
H -0.333 0.073 -2.865 0.72 -0.43 1.79 0.123
H -2.693 0.167 -1.718 0.62 -0.02 0.43 0.118
H -0.316 -1.317 0.780 0.42 -1.35 0.50 0.149
H 0.817 -0.342 2.583 -2.49 3.40 -3.14 0.190
H -0.759 0.937 2.330 4.46 -2.00 -1.73 0.192
N 0.299 0.488 1.767 -2.67 -1.24 4.87 -0.026
F -2.627 -0.051 1.207 0.50 0.11 -1.68 0.016